Formula: H5O3
Source: the OMol25 dataset
Level of theory: ωB97M-V/def2-TZVPD

XYZ file:
```
8
Properties=species:S:1:pos:R:3:forces:R:3
O -0.2851 -0.8669 -1.0491 0.54 -2.04 1.71
H -0.1085 -1.7851 -0.6184 -0.41 2.34 -1.24
O -1.5066 0.4140 1.2457 0.27 0.08 -0.61
H -1.8137 1.1429 0.6793 0.22 -0.48 0.31
H -0.9729 -0.1318 0.5866 -0.44 0.27 -0.12
O 1.8878 0.5990 -0.4710 0.11 -0.34 -3.24
H 1.7099 0.5895 0.4198 -0.45 0.17 3.35
H 1.0889 0.0384 -0.7930 0.15 0.01 -0.16
```
Positions in Å, forces in eV/Å.

Its HOMO-LUMO gap is 8.74 eV. For the lowest unoccupied orbital energy, the calculation gives 4.92 eV. The relative energy (zero: lowest compared OMol25 entry of this formula, charge and spin) comes out at 7.9 kcal/mol. The net charge is -1.

Formula: H5O3
Source: the OMol25 dataset
Level of theory: ωB97M-V/def2-TZVPD

XYZ file:
```
8
Properties=species:S:1:pos:R:3:forces:R:3
O 0.3994 0.7136 -1.1068 0.46 0.13 -0.10
H 0.3801 1.6598 -0.9433 -0.29 0.04 -0.22
O -1.0416 -1.1054 -0.2533 -0.19 -0.38 -0.55
H -0.8645 -1.8964 -0.7763 -0.05 0.13 0.13
H -0.5755 -0.3334 -0.7896 0.03 0.06 0.79
O 0.6883 0.6262 1.5937 0.02 -0.60 -0.56
H 0.6540 0.6129 0.5798 0.13 0.49 0.16
H 0.3599 -0.2773 1.6958 -0.12 0.13 0.34
```
Positions in Å, forces in eV/Å.

Its HOMO-LUMO gap is 8.88 eV. For the lowest unoccupied orbital energy, the calculation gives 4.88 eV. The relative energy (zero: lowest compared OMol25 entry of this formula, charge and spin) comes out at 5.6 kcal/mol. The net charge is -1.

Formula: H5O3
Source: the OMol25 dataset
Level of theory: ωB97M-V/def2-TZVPD

XYZ file:
```
8
Properties=species:S:1:pos:R:3:forces:R:3
O 0.5984 -0.4572 -0.0125 0.30 -0.35 1.13
H 0.5612 -0.9564 0.8285 0.10 0.24 -0.70
O 0.9390 1.9249 1.0524 0.52 0.63 0.47
H 0.0336 2.2066 1.2361 0.29 -0.67 -0.31
H 0.9658 0.9752 0.7094 -0.97 0.20 -0.38
O -1.3919 -1.3884 -1.1239 0.09 0.10 0.23
H -0.4925 -0.9441 -0.6239 -0.44 -0.17 -0.44
H -1.2136 -1.3607 -2.0660 0.11 0.03 -0.01
```
Positions in Å, forces in eV/Å.

Its HOMO-LUMO gap is 9.17 eV. For the lowest unoccupied orbital energy, the calculation gives 4.89 eV. The relative energy (zero: lowest compared OMol25 entry of this formula, charge and spin) comes out at 3.6 kcal/mol. The net charge is -1.

Formula: H5OS2
Source: the OMol25 dataset
Level of theory: ωB97M-V/def2-TZVPD

XYZ file:
```
8
Properties=species:S:1:pos:R:3:forces:R:3
O -1.3002 3.0157 -2.1743 1.10 0.38 -0.41
H -0.3596 3.1953 -2.4402 -1.35 -0.38 0.46
H -1.3037 2.2253 -1.6285 0.23 0.20 -0.21
H 0.6723 -0.7551 1.1123 -0.78 -1.00 0.02
S -0.8821 0.0511 -0.4770 0.71 -0.10 0.51
S 1.5834 -1.5923 1.7070 1.16 0.45 0.22
H -1.2454 -1.2016 -0.7693 -0.18 -0.38 -0.15
H 1.4171 -2.9305 1.4414 -0.89 0.84 -0.46
```
Positions in Å, forces in eV/Å.

Its HOMO-LUMO gap is 3.56 eV. For the lowest unoccupied orbital energy, the calculation gives -11.25 eV. The relative energy (zero: lowest compared OMol25 entry of this formula, charge and spin) comes out at 121.1 kcal/mol. The net charge is +1.

Formula: H66O33
Source: the OMol25 dataset
Level of theory: ωB97M-V/def2-TZVPD

XYZ file:
```
99
Properties=species:S:1:pos:R:3:forces:R:3
O 0.3391 -5.3384 0.1177 0.25 -0.38 0.07
H -0.0727 -4.4747 0.0916 -0.14 0.53 0.11
H -0.0180 -5.7977 -0.6424 -0.04 -0.16 -0.20
O 0.3707 -1.0621 -2.7686 -0.01 0.55 0.20
H -0.3005 -1.7074 -2.5464 -0.72 -0.47 -0.21
H 1.0882 -1.5787 -3.1353 0.35 -0.03 -0.25
O -2.1132 -2.0508 -2.2492 -0.03 0.36 -0.15
H -2.9069 -2.4614 -2.5923 -0.14 -0.21 -0.24
H -2.1058 -2.2817 -1.3203 0.07 -0.23 0.71
O 2.8270 0.5018 -4.5321 0.15 0.67 -0.48
H 3.6808 0.6042 -4.9525 0.18 0.22 -0.17
H 2.6817 -0.4441 -4.5111 -0.22 -0.49 0.52
O 1.8165 1.7577 0.1280 0.79 0.95 0.61
H 1.6505 2.1754 -0.7171 0.09 0.03 -0.64
H 1.1004 1.1308 0.2306 -0.30 -0.39 -0.32
O 4.2638 0.2410 -1.8309 -0.01 -0.51 0.06
H 3.6878 1.0046 -1.8684 -0.45 0.42 0.09
H 4.8291 0.3288 -2.5984 0.16 -0.06 -0.08
O -2.9015 4.0678 3.0000 -0.39 -0.04 -0.18
H -2.0149 3.8639 3.2977 0.51 -0.20 0.47
H -2.8343 4.9489 2.6320 0.02 0.24 -0.06
O -3.2707 0.6140 -0.8240 0.59 0.34 0.26
H -4.0785 0.3335 -0.3940 -0.66 -0.54 0.13
H -3.2417 0.1064 -1.6350 0.10 -0.24 -0.27
O -2.3638 2.9921 -1.5762 -0.57 1.10 0.50
H -3.0390 2.5078 -1.1012 -0.19 -0.32 -0.07
H -1.8236 2.3144 -1.9828 0.37 -0.37 -0.27
O -5.5165 -0.8350 -0.0447 -0.11 0.19 -0.72
H -6.2239 -0.1906 -0.0644 -0.35 0.13 -0.09
H -5.2405 -0.8605 0.8715 0.32 -0.31 0.83
O -1.5966 1.6512 1.3856 -0.17 -0.15 -0.27
H -1.3121 2.3349 1.9921 0.38 0.43 0.32
H -2.4228 1.9763 1.0279 -0.24 0.11 -0.39
O -4.3788 -1.2290 2.4320 -0.41 -0.27 -0.22
H -3.4304 -1.1968 2.5571 0.79 0.23 0.19
H -4.7313 -0.6699 3.1244 -0.12 0.13 0.27
O -0.6802 2.6911 4.1856 -0.83 0.09 -0.16
H 0.2184 2.8844 3.9187 0.80 0.05 -0.14
H -0.5993 1.9428 4.7768 -0.09 -0.14 0.22
O 4.2185 -3.6258 0.7161 0.46 -0.17 0.05
H 4.1130 -4.5730 0.8041 -0.05 -0.23 0.21
H 3.7065 -3.3983 -0.0600 -0.32 0.35 -0.09
O -5.1792 2.9604 1.8547 -0.52 -0.60 -0.43
H -5.1633 3.8743 1.5706 0.03 0.17 0.01
H -4.3541 2.8408 2.3248 0.34 0.35 0.33
O -0.0312 -1.7811 4.9545 -0.01 0.25 0.36
H -0.0056 -1.9881 4.0203 0.26 0.00 -0.38
H -0.4487 -2.5422 5.3576 -0.07 -0.17 0.17
O 1.9759 2.6462 3.4803 -0.17 -0.13 0.25
H 2.2458 3.4388 3.0164 0.29 0.47 -0.53
H 2.6122 2.5547 4.1894 0.26 -0.03 0.31
O -1.0953 -2.8380 0.5461 0.11 0.18 -0.44
H -1.7844 -3.3623 0.9542 -0.32 -0.52 -0.13
H -0.8520 -2.1986 1.2156 0.30 0.59 0.38
O 0.0746 -0.1461 0.1187 -0.07 -0.66 0.20
H -0.7405 0.3302 0.2770 -0.67 0.53 0.24
H -0.1452 -0.7766 -0.5672 0.20 -0.11 -0.50
O 2.7209 4.3120 1.1048 -0.16 0.67 0.48
H 3.1404 4.5162 0.2689 0.22 0.05 -0.12
H 2.3131 3.4572 0.9661 -0.22 -0.93 -0.41
O 1.9937 2.3692 -2.7480 0.22 0.77 0.70
H 1.0535 2.4872 -2.8837 -0.47 -0.10 -0.02
H 2.2612 1.7613 -3.4373 0.13 -0.57 -0.46
O 2.9731 -2.1976 3.6177 0.32 -0.68 0.23
H 2.6740 -1.8534 4.4593 -0.21 0.09 0.14
H 2.7658 -1.5066 2.9886 -0.05 0.30 -0.23
O 1.5039 -0.0339 2.7246 -0.06 -0.27 0.16
H 1.0011 0.1097 1.9229 -0.28 -0.22 -0.31
H 1.7828 0.8416 2.9930 0.13 0.55 0.06
O 2.4261 -2.3931 -1.0765 0.03 -0.48 -0.35
H 2.7693 -1.6386 -1.5552 0.41 0.62 -0.13
H 1.7416 -2.0297 -0.5147 -0.17 -0.02 0.35
O -0.4308 4.7593 1.2626 -0.25 -0.21 0.58
H 0.3749 4.9926 0.8015 0.42 0.04 -0.14
H -1.1298 5.1450 0.7344 -0.07 0.06 -0.36
O 3.0168 -4.4126 -2.9971 0.11 -0.19 -0.62
H 2.7891 -3.9479 -2.1918 -0.45 0.28 0.88
H 3.9243 -4.6878 -2.8670 0.31 -0.21 0.03
O -1.2983 5.3997 -1.8416 0.47 1.15 0.16
H -1.8680 4.7210 -1.4795 -0.24 -0.78 -0.16
H -0.9817 5.0322 -2.6667 -0.01 -0.09 -0.08
O -1.4307 -0.4852 2.8506 -0.54 -1.37 0.27
H -0.9419 -0.0943 3.5748 0.25 -0.18 0.32
H -1.6361 0.2511 2.2745 -0.08 0.80 -0.52
O 4.2063 0.2596 1.0782 0.35 -0.09 0.45
H 3.3581 0.5735 1.3917 -0.20 0.08 -0.03
H 4.0445 -0.0048 0.1726 0.14 0.02 -0.28
O 2.5312 -2.1758 -4.3080 -0.31 1.05 -0.80
H 2.8226 -2.9572 -3.8382 0.36 -1.21 0.67
H 2.9754 -2.2252 -5.1545 0.05 -0.17 -0.37
O -0.8546 1.4824 -3.1055 0.06 0.43 -0.22
H -0.6351 0.5507 -3.0968 0.57 -0.83 0.17
H -1.0654 1.6707 -4.0200 -0.19 0.15 -0.26
O -3.5332 -4.3462 0.4997 0.35 0.10 -0.16
H -3.7018 -3.6057 1.0823 -0.57 0.32 0.20
H -3.5005 -5.1061 1.0808 -0.05 -0.35 0.12
O 0.0845 -3.8495 -4.8542 -0.43 -0.13 -0.02
H 0.4075 -2.9559 -4.9700 0.14 0.23 0.01
H 0.8691 -4.3959 -4.8986 0.22 -0.17 0.09
```
Positions in Å, forces in eV/Å.

Its HOMO-LUMO gap is 9.44 eV. For the lowest unoccupied orbital energy, the calculation gives -0.33 eV. The relative energy (zero: lowest compared OMol25 entry of this formula, charge and spin) comes out at 64.7 kcal/mol. The net charge is 0.

Formula: H66O33
Source: the OMol25 dataset
Level of theory: ωB97M-V/def2-TZVPD

XYZ file:
```
99
Properties=species:S:1:pos:R:3:forces:R:3
O -0.6855 -1.7842 0.2653 1.65 -1.44 -1.10
H -0.4948 -2.2996 -0.5963 -0.57 1.07 1.44
H -1.5929 -1.5006 0.3140 -0.68 0.31 -0.18
O -1.8477 4.0169 2.2852 -0.11 -0.82 0.30
H -0.9006 4.2669 2.2715 0.13 0.21 -0.11
H -2.3347 4.5639 1.6503 0.27 0.44 0.03
O -1.0669 1.4433 1.4486 -0.22 0.64 1.36
H -1.3569 2.3269 1.7863 0.03 0.21 -0.74
H -1.0269 0.9904 2.3281 0.17 -0.49 -0.35
O 4.1221 2.4408 -1.1222 -0.55 -1.14 -1.80
H 3.9602 1.6263 -1.6918 0.32 1.26 0.83
H 4.6920 2.1298 -0.4357 0.54 -0.30 0.89
O -2.9100 -3.4721 1.9936 0.92 -1.99 1.27
H -3.3315 -3.0861 1.2564 -1.23 1.97 -1.79
H -3.1495 -4.3873 1.8186 0.14 -0.36 0.53
O -2.5156 2.5267 4.5303 -0.28 0.10 -0.29
H -2.4087 3.1305 3.7424 -0.36 -0.46 0.71
H -3.4590 2.3298 4.6694 0.52 0.34 -0.39
O 2.9456 -2.6240 -0.1624 1.66 1.09 -0.04
H 2.9614 -3.2001 0.6093 -0.44 -0.51 0.42
H 3.7689 -2.1004 0.0311 -1.25 -0.30 -0.51
O 3.7828 0.5463 -3.4383 -0.14 1.09 0.20
H 4.1376 1.2966 -3.9455 -0.14 -0.61 0.09
H 4.0194 -0.2756 -3.8864 0.26 -0.44 -0.03
O 0.8906 4.2642 2.0966 0.39 -1.25 -0.23
H 1.0491 3.8972 1.2092 -0.29 0.49 -0.14
H 1.3473 3.5401 2.6283 -0.40 1.09 0.18
O -0.0493 -3.7761 -4.7581 0.88 -0.58 1.94
H -0.0077 -3.3347 -3.8827 0.30 -0.64 -0.06
H -0.5902 -3.1553 -5.1829 -1.20 1.24 -1.62
O -4.5501 0.4036 2.2163 -2.32 -0.86 1.42
H -4.7734 -0.5163 1.9985 0.09 0.44 0.02
H -3.7644 0.5753 1.7719 2.14 0.44 -1.37
O 0.0825 -4.0280 1.9100 -0.99 -0.39 0.62
H -0.1728 -3.2132 1.4302 -0.19 0.10 0.15
H -0.7456 -4.3043 2.3838 1.16 0.56 -0.82
O 2.5457 2.6567 3.4132 0.13 -0.25 -0.64
H 2.2733 1.7546 3.6770 0.07 0.18 0.36
H 3.0037 2.5463 2.5609 0.10 -0.13 0.45
O -2.6617 5.4130 -2.1612 -0.35 -0.42 0.42
H -1.7191 5.4293 -2.3232 1.11 -0.25 0.22
H -2.9701 6.0953 -2.7389 -0.64 0.60 -0.55
O 1.6062 0.3127 4.5296 1.46 -0.20 0.45
H 1.6027 0.0907 5.4732 -0.01 0.21 -0.48
H 0.6947 0.3159 4.2546 -1.39 -0.13 -0.07
O -2.6535 0.1354 -0.1509 0.36 -0.24 -1.03
H -2.2483 -0.0812 -1.0327 -0.41 0.82 0.98
H -2.0817 0.8046 0.3327 -0.11 -0.82 -0.43
O -2.5462 6.1669 0.7101 -1.28 -0.58 0.76
H -1.7045 6.5970 0.6143 0.32 0.14 -0.74
H -2.9999 5.9567 -0.1221 0.95 0.39 -0.22
O 0.8201 0.9019 -2.8361 1.39 0.07 -0.36
H 0.7043 0.8962 -1.8763 -0.30 0.11 0.51
H 1.8035 0.8025 -2.8938 -0.91 -0.17 -0.48
O -1.6918 2.2080 -2.1725 -0.98 0.76 0.37
H -1.7475 2.9085 -2.8463 0.25 -0.37 0.22
H -2.4018 2.4917 -1.5511 0.68 -0.42 -0.53
O 0.2907 5.3575 -2.4006 -0.51 2.00 -0.95
H 0.7095 6.2383 -2.5379 -0.44 -1.08 0.16
H 0.9149 4.8340 -1.9008 0.58 -0.71 0.73
O -3.3855 -3.1229 -2.5548 0.16 0.29 -0.09
H -3.9183 -3.5800 -3.2018 -0.34 -0.42 -0.10
H -2.9332 -2.4606 -3.1013 0.20 0.25 0.38
O -2.2161 -2.0251 4.0705 0.25 -1.13 1.28
H -2.5202 -2.6696 3.3948 0.06 0.19 0.32
H -1.9143 -2.5197 4.8779 -0.53 0.71 -1.36
O -1.0474 0.2521 4.0473 0.63 2.66 0.15
H -1.5519 -0.5206 3.8886 -0.98 -1.96 -0.15
H -1.6876 0.9380 4.3754 0.58 -0.10 -0.24
O -1.4071 -1.0342 -3.1868 0.17 0.08 0.50
H -0.7979 -1.4640 -2.5633 -0.06 -0.07 -0.34
H -1.0060 -0.1507 -3.2807 -0.08 -0.10 -0.13
O 1.2747 -5.2363 -0.4182 -2.96 0.94 -0.61
H 0.8676 -4.9526 0.4206 0.13 -0.21 0.11
H 2.1336 -5.4870 -0.2228 2.61 -0.63 0.65
O 1.6233 3.4250 -1.1071 0.47 0.16 -0.50
H 2.6009 3.4129 -1.0137 -0.38 -0.20 0.17
H 1.5022 2.8953 -1.9198 -0.36 -0.01 0.49
O 2.7067 -4.3522 -4.6401 -0.01 -0.68 0.33
H 2.9468 -5.2549 -4.3629 -0.12 0.60 -0.20
H 1.7277 -4.3369 -4.6205 0.36 0.22 -0.26
O 4.5844 -2.1666 -3.7483 -0.14 0.04 -0.35
H 4.0921 -2.8329 -4.2640 -0.05 0.08 0.27
H 4.3855 -2.3701 -2.8299 -0.07 -0.12 0.04
O 0.5658 -2.8892 -1.9069 0.24 0.21 0.35
H 0.7868 -3.6352 -1.3189 -0.09 -0.87 -0.26
H 1.3695 -2.3746 -1.7349 0.07 0.33 -0.26
O -4.3243 -2.1104 0.1628 0.08 0.00 0.71
H -4.2571 -2.6363 -0.6245 -0.10 -0.53 -1.08
H -3.7326 -1.3712 -0.0273 -0.04 0.68 0.07
O 2.8119 -4.1411 2.1894 0.36 0.02 -1.38
H 1.9921 -3.9715 2.6347 -0.91 0.08 0.45
H 3.4817 -4.3861 2.8028 0.61 -0.20 0.85
O 3.6108 0.5928 1.3120 0.24 1.02 -3.16
H 2.8643 0.6563 0.6504 0.74 -0.08 0.74
H 3.1825 0.3126 2.0745 -1.13 -1.01 2.36
O 0.9952 0.6182 -0.1423 0.76 0.49 -0.15
H 0.3894 1.1207 0.4214 -0.23 0.33 0.19
H 0.6358 -0.2615 -0.0963 -0.38 -1.06 0.26
```
Positions in Å, forces in eV/Å.

Its HOMO-LUMO gap is 10.89 eV. For the lowest unoccupied orbital energy, the calculation gives -0.05 eV. The relative energy (zero: lowest compared OMol25 entry of this formula, charge and spin) comes out at 16.5 kcal/mol. The net charge is 0.

Q: The lowest HOMO-LUMO gap belongs to which entry?
A: H5OS2

Q: net charge of number 3 (H5O3)?
A: -1